{
  "formula": "C4H5BrN2O2S",
  "method": "wB97M-V/def2-TZVPD",
  "de_lowest_ev": 0.492,
  "orbital_gap_ev": 8.73,
  "spin_multiplicity": 1,
  "e_tot_ha": -3387.579792,
  "homo_energy_ev": -8.5293,
  "species": ["C", "C", "C", "C", "N", "N", "O", "O", "S", "Br", "H", "H", "H", "H", "H"],
  "xyz": [[-0.71832, 0.33751, 0.46820], [2.06538, -1.76955, -0.20775], [0.99776, 0.41280, -1.66226], [1.45458, 0.11470, -0.19357], [0.54164, 0.11587, 0.82801], [-1.78376, 0.29932, 1.21829], [1.79864, -2.38140, 0.95273], [2.56528, -2.18388, -1.18819], [-0.85384, 0.69528, -1.34079], [3.09398, 1.11647, 0.13933], [1.43006, 1.31733, -2.03632], [1.22419, -0.46602, -2.21892], [1.19922, -1.93262, 1.52480], [-1.80516, -0.45481, 1.83098], [-2.56530, 0.63424, 0.76747]],
  "forces_ev_per_angstrom": [[5.8340, 0.3675, -3.0813], [-1.7509, 4.0077, 0.8055], [-1.8227, 0.2546, 2.9101], [1.8287, -3.6817, -1.1058], [-3.3783, 0.5858, 0.7615], [0.6254, 0.4764, 0.5807], [1.4399, -1.4756, -1.7210], [0.3392, -0.7827, 0.0256], [0.6312, -0.3542, 0.2959], [-0.0929, 0.0099, 0.3152], [0.1285, 0.3119, -0.3050], [-0.1577, -0.4483, -0.8447], [-0.7010, 1.4843, 0.4230], [-0.5659, -1.0806, 1.5180], [-2.3576, 0.3250, -0.5778]],
  "nbo_charge": [0.37, 0.82, -0.53, 0.01, -0.63, -0.78, -0.68, -0.56, 0.12, 0.02, 0.24, 0.26, 0.52, 0.41, 0.40]
}

---

{
  "formula": "C4H5BrO",
  "method": "wB97M-V/def2-TZVPD",
  "de_lowest_ev": 3.948,
  "orbital_gap_ev": 8.34,
  "spin_multiplicity": 1,
  "e_tot_ha": -2804.489665,
  "homo_energy_ev": -8.2798,
  "species": ["C", "C", "C", "C", "O", "Br", "H", "H", "H", "H", "H"],
  "xyz": [[-1.24357, 2.43661, -0.08691], [-1.18620, 1.21758, -0.09540], [-0.98127, -0.09729, 0.30606], [0.98408, -0.94441, -0.43466], [1.11628, -2.27341, 0.01201], [2.24942, 0.34143, 0.10591], [-1.69283, 3.41037, -0.18826], [-0.67975, -0.07088, 1.29845], [-1.38717, -0.94990, -0.11551], [1.06754, -0.82659, -1.52222], [1.75347, -2.24351, 0.72054]],
  "forces_ev_per_angstrom": [[-0.9118, -0.9401, -0.5447], [-0.0567, 2.1330, -0.1507], [3.8430, -0.6681, -1.7482], [-2.1245, 0.3789, 0.1249], [-0.2862, 1.9234, -0.8565], [0.7120, 0.2116, 0.7765], [0.6122, -0.2119, 0.0553], [0.2621, -0.7568, 1.8966], [-1.4585, -1.1954, -0.5001], [-0.9035, -0.6535, 0.3011], [0.3119, -0.2210, 0.6459]],
  "nbo_charge": [-0.22, -0.06, -0.43, 0.01, -0.70, 0.02, 0.24, 0.22, 0.23, 0.19, 0.48]
}

---

{
  "formula": "C4H5BrSi",
  "method": "wB97M-V/def2-TZVPD",
  "de_lowest_ev": 3.895,
  "orbital_gap_ev": [7.19, 4.42],
  "spin_multiplicity": 1,
  "e_tot_ha": -3018.771448,
  "homo_energy_ev": [-9.4200, -7.7232],
  "species": ["C", "C", "C", "C", "Si", "Br", "H", "H", "H", "H", "H"],
  "xyz": [[0.60448, -0.79370, 0.82172], [1.46026, -0.55918, -0.29016], [-0.55694, -0.01804, 0.95859], [1.00328, 0.27690, -1.27206], [-0.62371, 0.93128, -0.67376], [-4.19228, 0.10924, 0.21529], [1.02694, -1.38621, 1.57962], [2.35243, -0.98132, -0.32501], [-1.28307, -0.18037, 1.74121], [1.42614, 0.41048, -2.22891], [-1.78947, 1.67497, -0.90350]],
  "forces_ev_per_angstrom": [[-2.2571, 2.2062, 1.2491], [-3.9356, 2.9053, -1.6618], [1.8241, -1.2412, -1.5089], [-1.1579, -0.1539, 0.4114], [0.9535, -2.4255, 2.4299], [0.6882, 0.0253, -0.2051], [-0.0851, -1.0312, 1.0656], [3.9529, -2.0048, -0.3419], [0.0842, 0.2863, 0.0596], [0.7623, 0.2918, -0.6312], [-0.8295, 1.1415, -0.8667]],
  "nbo_charge": [-0.23, -0.13, -0.64, -0.71, 1.30, -0.39, 0.21, 0.21, 0.26, 0.24, -0.12]
}

---

{
  "formula": "C4H5Cl",
  "method": "wB97M-V/def2-TZVPD",
  "de_lowest_ev": 1.994,
  "orbital_gap_ev": 10.39,
  "spin_multiplicity": 1,
  "e_tot_ha": -615.482421,
  "homo_energy_ev": -9.3918,
  "species": ["C", "C", "C", "C", "Cl", "H", "H", "H", "H", "H"],
  "xyz": [[0.86022, -1.74461, 0.01519], [-0.92416, 1.91945, -0.00583], [0.95775, -0.43215, 0.09126], [-0.64966, 0.60301, 0.12458], [-1.81156, -0.59851, 0.09903], [1.73507, -2.26579, 0.05853], [0.00862, -2.42226, 0.04537], [-1.87015, 2.18991, -0.32700], [-0.14329, 2.65649, 0.00142], [1.83716, 0.09447, -0.10255]],
  "forces_ev_per_angstrom": [[-1.6967, 0.8430, 0.5587], [2.4206, -2.5085, 0.1734], [-4.8396, 1.7763, -0.1690], [3.9176, -0.7758, -0.4901], [-1.7918, -0.4796, -0.0504], [2.5922, -1.2836, -0.3393], [-0.2027, 0.7968, 0.0976], [-1.8812, 0.6255, -0.0332], [0.2462, 0.0883, 0.0230], [1.2354, 0.9178, 0.2292]],
  "nbo_charge": [-0.42, -0.45, -0.14, -0.06, 0.02, 0.20, 0.22, 0.21, 0.21, 0.20]
}

---

{
  "formula": "C4H5Cl2FN2O3S",
  "method": "wB97M-V/def2-TZVPD",
  "de_lowest_ev": 0.000,
  "orbital_gap_ev": 10.10,
  "spin_multiplicity": 1,
  "e_tot_ha": -1909.109161,
  "homo_energy_ev": -9.8739,
  "species": ["C", "C", "C", "C", "N", "N", "O", "O", "O", "F", "S", "Cl", "Cl", "H", "H", "H", "H", "H"],
  "xyz": [[-0.73342, -0.19961, -0.37436], [-4.26720, -0.07967, 1.21222], [0.68626, 1.47940, -1.51161], [2.70572, -0.46462, 0.67119], [-0.64614, -1.50423, 0.00690], [0.61827, 0.17640, -0.95922], [-3.66433, -0.94036, 1.66465], [-1.60693, 0.59863, -0.17679], [-5.05350, 0.66145, 0.86320], [2.79819, -1.68084, 1.31334], [1.80282, -0.90583, -0.88143], [1.83389, 0.71648, 1.74001], [4.43437, 0.10168, 0.37144], [-0.27771, 2.00162, -1.46393], [1.23684, 2.11672, -0.76034], [1.09717, 1.62393, -2.54762], [0.28832, -1.86195, 0.09966], [-1.25263, -1.83921, 0.73271]],
  "forces_ev_per_angstrom": [[2.7508, -0.4326, 0.8270], [-0.5295, -1.0322, 0.6860], [1.0023, 3.0022, 0.3909], [0.5588, -0.1886, 0.6290], [-1.1929, -0.0367, 0.4306], [-3.7784, -0.6057, 0.0511], [1.8711, -1.2795, 0.5222], [-0.1168, -0.1412, -0.6753], [-1.2129, 2.2791, -1.2416], [0.2367, 0.9194, 0.0552], [2.0747, 0.6711, -0.6146], [0.6505, -0.9352, -0.8564], [-1.4233, -0.3877, 0.2511], [-0.1327, -0.8038, -0.2524], [0.1448, -0.3729, -1.0921], [-0.1908, -0.6581, 1.0686], [-0.1170, -0.2621, -0.1569], [-0.5953, 0.2644, -0.0223]],
  "nbo_charge": [0.82, 1.04, -0.44, 0.12, -0.85, -0.68, -0.54, -0.61, -0.50, -0.35, 0.53, 0.01, -0.02, 0.25, 0.20, 0.21, 0.39, 0.41]
}

---

{
  "formula": "C4H5Cl2N2",
  "method": "wB97M-V/def2-TZVPD",
  "de_lowest_ev": 1.703,
  "charge": 1,
  "orbital_gap_ev": 9.09,
  "spin_multiplicity": 1,
  "e_tot_ha": -1184.982361,
  "homo_energy_ev": -15.3126,
  "species": ["C", "C", "C", "C", "N", "N", "Cl", "Cl", "H", "H", "H", "H", "H"],
  "xyz": [[1.51107, 0.11693, 0.18976], [-0.23097, 1.44452, 0.81637], [0.78131, -0.67777, -0.74806], [-0.86878, -0.67353, -0.22772], [1.00321, 1.13112, 0.75622], [-1.19603, 0.53078, 0.55303], [-1.26460, -2.19258, 0.54213], [-1.65273, -0.54971, -1.83836], [2.53286, -0.20746, 0.51333], [-0.35299, 2.43766, 0.90158], [0.77093, -0.33172, -1.71781], [1.16825, -1.74317, -0.63109], [-2.20153, 0.71494, 0.89061]],
  "forces_ev_per_angstrom": [[2.1109, -0.1244, 0.9810], [-2.0119, -3.6695, -1.8706], [-2.2211, -2.6945, 3.1320], [2.0928, 0.2985, -1.6308], [2.6359, -0.3979, 0.6398], [-0.7996, 0.9319, 1.1457], [-0.0602, 0.4845, 0.2280], [-0.6701, 0.0420, 0.5237], [-0.8621, 0.4231, -0.2569], [-1.7051, 3.3849, 0.8951], [0.1628, 0.6003, -2.1808], [-0.6904, 1.2629, -0.6285], [2.0182, -0.5420, -0.9779]],
  "nbo_charge": [0.30, 0.42, -0.49, 0.06, -0.41, -0.56, 0.10, 0.05, 0.24, 0.23, 0.29, 0.29, 0.47]
}

---

{
  "formula": "C4H5Cl2OP",
  "method": "wB97M-V/def2-TZVPD",
  "de_lowest_ev": 0.974,
  "orbital_gap_ev": 9.29,
  "spin_multiplicity": 1,
  "e_tot_ha": -1492.377676,
  "homo_energy_ev": -9.5618,
  "species": ["C", "C", "C", "C", "O", "P", "Cl", "Cl", "H", "H", "H", "H", "H"],
  "xyz": [[0.49184, 2.12838, -0.55232], [1.55342, -0.74650, 0.19595], [-0.06042, 0.96006, -0.67658], [0.39338, -0.23284, -0.06992], [-0.84602, -2.23939, 1.85558], [-1.28637, -1.49188, 0.67132], [-2.85423, -0.22629, 1.09077], [-1.99031, -2.50695, -0.87829], [-0.02846, 2.93856, -0.95944], [1.32649, 2.47416, 0.02429], [1.57442, -1.44244, 0.92090], [2.59989, -0.43414, -0.22503], [-0.87364, 0.81927, -1.39724]],
  "forces_ev_per_angstrom": [[0.3796, 1.6330, 0.6238], [2.8304, 1.9107, -1.9874], [-0.8186, -1.4002, -1.7149], [-2.8344, -1.7051, 0.8792], [-0.3004, -0.1916, -0.5766], [2.6104, 2.5505, 0.6883], [0.4682, -0.2552, -0.2403], [-0.0721, -0.3302, -0.4468], [-0.5615, 1.1678, -1.0863], [0.4137, -0.6863, 0.5354], [0.3237, -2.9382, 2.0992], [-2.3170, -0.1251, 0.7439], [-0.1221, 0.3698, 0.4826]],
  "nbo_charge": [-0.32, -0.39, -0.29, -0.13, -1.04, 1.62, -0.27, -0.23, 0.20, 0.20, 0.22, 0.22, 0.22]
}

---

{
  "formula": "C4H5Cl3",
  "method": "wB97M-V/def2-TZVPD",
  "de_lowest_ev": 0.233,
  "orbital_gap_ev": 10.04,
  "spin_multiplicity": 1,
  "e_tot_ha": -1535.964163,
  "homo_energy_ev": -9.4531,
  "species": ["Cl", "Cl", "Cl", "C", "C", "C", "C", "H", "H", "H", "H", "H"],
  "xyz": [[2.40768, -0.20496, -0.65035], [-1.92771, -1.09938, -0.99328], [-1.01765, 2.18654, 0.57765], [0.79830, -0.94431, -0.75257], [-0.37735, -0.20903, -0.78046], [0.76904, -2.40789, -0.60506], [-0.40852, 1.32664, -0.85973], [1.74099, -2.78630, -0.31489], [0.62701, -2.94552, -1.48047], [0.05799, -2.85151, 0.12839], [-1.05014, 1.60026, -1.67245], [0.62644, 1.61193, -1.00637]],
  "forces_ev_per_angstrom": [[-1.0854, -0.1877, -0.1215], [1.3137, 0.8967, 0.3693], [-0.0150, -0.2776, 0.1140], [-2.5558, 1.5203, 0.7197], [1.7689, -0.2925, -0.2962], [0.7744, -1.0475, 1.8335], [0.1633, -1.7683, 0.1498], [0.3623, 0.2118, 0.3835], [-0.7162, -0.6524, -2.1239], [0.2268, 0.9034, -0.4095], [-0.1348, 0.3432, -0.4718], [-0.1022, 0.3508, -0.1468]],
  "nbo_charge": [0.01, -0.01, -0.04, -0.01, -0.03, -0.68, -0.42, 0.24, 0.24, 0.25, 0.23, 0.24]
}

---

{
  "formula": "C4H5ClIN2",
  "method": "wB97M-V/def2-TZVPD",
  "de_lowest_ev": 3.076,
  "charge": 1,
  "orbital_gap_ev": [6.65, 7.63],
  "spin_multiplicity": 1,
  "e_tot_ha": -1022.417313,
  "homo_energy_ev": [-12.3274, -12.8654],
  "species": ["C", "C", "C", "C", "N", "N", "Cl", "I", "H", "H", "H", "H", "H"],
  "xyz": [[0.05175, 0.33123, 1.88497], [0.57608, -1.40359, 0.36280], [0.20780, 0.58746, -0.99499], [-1.09889, 0.85166, -0.30059], [0.53010, -0.69336, 1.45119], [0.75305, -0.74436, -0.79707], [-1.61295, 2.44219, -0.10646], [-2.50066, -0.70303, -0.25031], [0.35829, 0.97676, 2.67746], [0.64308, -2.47884, 0.42498], [0.07582, 0.72746, -2.07651], [0.92420, 1.35323, -0.67065], [1.09232, -1.24680, -1.60481]],
  "forces_ev_per_angstrom": [[-1.3852, 0.3032, -1.3168], [0.7048, 0.1249, -1.1263], [-0.0014, 0.6324, -0.1281], [0.1789, -0.9484, 1.3784], [0.3420, -0.3352, 0.5357], [-0.1602, -0.6207, 0.5555], [0.0578, 0.0978, -0.2399], [0.2165, 0.4817, -0.1807], [0.3627, 0.4795, 0.4398], [-0.0915, -0.0606, -0.1032], [-0.0180, -0.0880, 0.1561], [-0.0346, -0.0252, -0.0334], [-0.1719, -0.0415, 0.0628]],
  "nbo_charge": [0.27, 0.29, -0.37, -0.25, -0.39, -0.51, 0.17, 0.34, 0.23, 0.25, 0.28, 0.26, 0.44]
}